Computed, not measured: a cluster of 2 separate species, C4H6N2OS in total at a distorted geometry, with wB97M-V/def2-TZVPD.

```
14
Properties=species:S:1:pos:R:3:forces:R:3:mulliken_charge:R:1
N 2.2601 0.5830 0.8706 3.7689 -0.2114 3.0954 -0.531
H -1.5359 -1.6666 -0.0932 -0.9789 -0.5310 0.3794 0.315
H -1.8626 -1.1983 -1.8772 -1.3584 -0.0314 0.4233 0.348
H -0.3700 -1.7422 -1.4713 -1.0447 1.4460 1.5599 0.271
H -1.9189 0.7369 -0.5028 -0.8259 1.4036 0.1055 0.463
S 1.7302 0.1819 -0.4331 -0.6846 1.6015 -3.8983 0.714
N -1.7845 0.6121 2.2683 -2.9295 -0.5392 0.5037 -0.419
C -0.6767 0.6812 2.0866 2.8652 0.9611 0.3059 0.186
O 2.5807 0.2446 -1.6234 -0.7630 -0.6171 1.0396 -0.512
H 0.3627 0.9383 1.9761 -0.1029 -0.4041 0.0629 0.273
H 3.3384 0.5251 0.9739 -2.4568 0.1287 -0.2925 0.286
C -0.9882 0.2718 -0.6709 1.6058 0.1953 -0.2886 -0.298
C -1.2697 -1.1356 -0.9770 3.4632 -1.9944 -2.4023 -1.055
C 0.1343 0.9679 -0.5265 -0.5585 -1.4078 -0.5940 -0.040
```
Positions in Å, forces in eV/Å.

Results
- Orbital gap (spin up / spin down): 7.74 / 7.75 eV
- E_LUMO (spin up / spin down): -1.81 / -1.81 eV
- Total energy: -738.73014 Eh
- Molar mass: 130.2 g/mol
- Relative energy (zero: lowest compared OMol25 entry of this formula, charge and spin): 7.4705 eV
- Charge: 0